Record 1
A structure of composition C51H51GeI2KN6O4SSe. Source: OMol25; level of theory: the ωB97M-V functional and the def2-TZVPD basis.

The calculated total energy comes out at -236072.4019 eV. Its net charge is -2. The strongest force on any atom comes out at 1.93 eV Å⁻¹. Its HOMO-LUMO gap is 6.198 eV. The spin multiplicity is 1. For the highest occupied orbital energy, the calculation gives -2.8 eV. As for the LUMO energy: 3.41 eV.

Geometry as XYZ:
```
118
Properties=species:S:1:pos:R:3:forces:R:3:mulliken_charge:R:1
K -1.320 -0.578 0.827 -0.08 0.16 -0.28 0.936
I -5.558 -1.435 -2.959 0.69 0.47 0.23 -0.081
C -3.785 -0.101 -2.857 -1.28 0.67 -0.89 -0.159
I -2.570 -0.348 -4.565 -0.06 0.07 -0.06 0.064
H -3.218 -0.344 -1.982 -0.04 -0.12 0.37 -0.315
H -4.229 0.930 -2.827 0.66 -1.21 0.10 0.508
N -2.915 0.095 4.567 -0.34 -1.38 -1.14 -0.429
C -1.547 0.483 4.565 -0.30 0.31 -0.71 0.228
C -1.009 0.864 5.761 0.67 0.48 1.12 -0.705
C 0.269 1.433 5.789 -1.45 -0.49 -0.80 -0.428
C 0.920 1.555 4.587 0.37 -0.40 -0.55 -1.525
C 0.334 1.094 3.404 -0.65 -0.03 0.52 -0.109
N -0.913 0.591 3.397 0.82 0.23 -0.13 0.419
C -3.293 -0.909 3.600 -0.60 0.53 0.07 0.646
C -4.522 -0.759 2.922 0.39 -0.17 0.36 -0.457
C -4.846 -1.710 1.967 -0.56 0.77 -0.12 -0.362
C -4.015 -2.802 1.770 0.03 0.68 0.44 -0.348
C -2.859 -2.878 2.533 -0.52 0.65 -0.29 -0.399
N -2.468 -1.923 3.394 -0.27 -0.35 0.26 -0.310
H -3.517 0.884 4.400 -0.01 0.40 0.19 0.312
H -1.605 0.755 6.664 0.13 -0.04 -0.17 0.417
H 0.658 1.803 6.702 0.53 0.20 0.68 0.481
H 1.917 1.928 4.542 0.57 0.42 -0.05 0.564
H 0.874 1.163 2.450 -0.36 -0.15 0.44 0.585
H -5.160 0.114 3.103 0.34 -0.32 -0.22 0.205
H -5.711 -1.512 1.313 0.45 -0.29 0.41 0.286
H -4.233 -3.480 0.974 0.08 -0.56 -0.23 0.518
H -2.197 -3.688 2.356 0.70 -0.48 0.09 0.296
C 3.552 -0.837 2.201 0.43 -1.45 1.20 -1.430
C 2.180 -1.390 1.763 0.12 -0.26 -0.61 0.796
O 1.447 -0.651 1.107 0.03 0.29 0.35 0.266
C 1.849 -2.797 1.991 0.12 -0.35 0.76 0.188
C 2.729 -3.629 2.761 -0.23 0.58 -0.82 -0.799
C 2.620 -4.987 2.849 -0.29 0.27 0.32 -0.830
C 1.528 -5.614 2.224 0.58 0.09 -0.42 -0.351
C 0.655 -4.872 1.505 0.16 -0.06 0.76 -0.555
C 0.649 -3.423 1.441 0.25 -0.42 -0.40 -0.005
O -0.337 -2.885 0.888 0.34 0.44 0.08 -0.279
H 3.696 0.201 1.948 -0.25 0.28 -0.18 -0.076
H 4.387 -1.439 1.784 -0.56 0.34 -0.15 0.418
H 3.704 -0.989 3.304 -0.34 0.37 -0.76 0.397
H 3.566 -3.171 3.262 0.19 0.19 0.02 0.275
H 3.339 -5.537 3.412 0.39 -0.39 0.37 0.375
H 1.427 -6.693 2.208 0.03 -0.08 0.18 0.384
H -0.126 -5.420 1.047 -0.97 0.00 -0.69 0.327
C -2.183 -7.463 -1.374 0.15 -0.67 0.63 -0.706
N -3.230 -6.761 -2.068 -0.05 0.55 -0.44 0.386
C -3.204 -5.401 -2.400 -0.94 -0.78 -0.03 -0.452
Se -1.927 -4.235 -1.957 0.15 0.30 -0.07 -0.187
N -4.404 -5.177 -3.073 0.76 -0.82 0.78 0.180
C -5.174 -6.334 -3.107 0.85 -0.08 -0.14 0.164
C -6.386 -6.600 -3.696 -0.38 0.24 -0.17 -0.606
C -6.848 -7.924 -3.641 0.24 0.08 0.04 -0.520
C -6.076 -8.912 -3.040 -0.38 -0.85 -0.02 -0.468
C -4.846 -8.664 -2.462 0.60 0.50 0.07 -0.639
C -4.399 -7.350 -2.514 -0.01 0.15 0.20 0.752
H -1.456 -6.751 -0.968 -0.33 0.01 -0.11 0.011
H -1.629 -8.160 -2.027 -0.32 0.26 0.04 0.293
H -2.629 -8.056 -0.539 0.32 0.45 -0.53 0.316
H -4.675 -4.255 -3.360 -0.06 0.33 -0.01 -0.026
H -6.882 -5.745 -4.174 -0.20 -0.69 0.10 0.378
H -7.781 -8.256 -4.073 -0.16 0.38 -0.14 0.368
H -6.416 -9.955 -3.025 -0.10 0.52 -0.09 0.318
H -4.245 -9.466 -2.036 -0.13 0.25 -0.05 0.372
C 1.145 -1.563 -4.554 -0.48 0.43 0.02 -0.774
S 1.048 -1.911 -2.798 -0.14 -0.24 0.32 0.053
C 1.171 -0.212 -2.196 0.08 -0.47 0.21 -0.015
H 0.190 -1.158 -4.912 0.19 -0.22 -0.01 -0.077
H 1.391 -2.477 -5.076 0.03 -0.21 -0.19 0.331
H 1.895 -0.805 -4.747 0.36 0.05 -0.05 0.288
H 2.205 0.066 -2.270 0.55 0.47 -0.14 0.349
H 0.930 -0.186 -1.130 -0.13 -0.10 -0.27 -0.472
H 0.528 0.448 -2.764 -0.08 0.09 0.09 0.246
O -0.892 1.923 -2.320 -0.61 -0.32 -0.30 -0.620
C -0.287 2.812 -1.736 0.29 0.24 -0.03 0.419
O 0.838 3.307 -2.107 -0.10 0.15 0.26 -0.847
C -0.873 3.449 -0.477 1.03 0.18 -0.53 -1.089
C 0.243 3.731 0.520 -0.11 0.37 0.03 -0.367
Ge 1.893 4.353 -0.388 -0.05 0.33 -0.33 2.659
C 3.343 3.217 -1.118 -0.80 0.42 0.70 -0.008
C 3.695 3.138 -2.447 -0.11 -0.54 0.17 -0.079
C 4.681 2.254 -2.855 0.19 0.69 -0.53 -0.781
C 5.375 1.496 -1.929 -0.30 0.15 0.65 -0.649
C 5.045 1.599 -0.583 -0.35 0.08 -0.22 -0.696
C 4.008 2.439 -0.206 0.68 -0.14 0.46 0.304
C 1.828 6.048 -1.420 0.22 -0.28 -0.33 0.107
C 1.663 6.072 -2.812 -0.38 -1.04 0.52 -0.225
C 1.642 7.234 -3.536 0.20 0.67 0.30 -0.698
C 1.862 8.467 -2.925 -0.26 -0.48 0.58 -0.498
C 2.106 8.458 -1.545 0.01 -0.28 -0.71 -0.686
C 2.096 7.260 -0.816 -0.13 1.00 0.31 -0.095
C 2.978 5.131 1.193 -0.50 -1.21 -0.68 -0.692
C 4.239 5.579 0.875 1.58 0.80 -0.07 0.204
C 5.077 6.191 1.815 0.11 -0.21 -0.13 -0.771
C 4.655 6.250 3.143 0.36 0.64 -0.24 -0.406
C 3.402 5.788 3.477 0.10 -0.68 0.39 -0.643
C 2.608 5.171 2.523 0.07 1.00 0.00 -0.606
H -1.654 2.851 -0.083 -0.77 -0.76 0.40 0.382
H -1.348 4.351 -0.850 0.00 0.47 0.15 0.371
H 0.505 2.828 1.076 -0.02 -0.06 -0.01 -0.288
H -0.095 4.469 1.259 0.28 -0.02 -0.02 0.475
H 3.106 3.697 -3.133 -0.07 0.31 -0.70 0.133
H 4.947 2.269 -3.908 0.04 -0.36 0.06 0.376
H 6.155 0.828 -2.206 0.53 -0.39 -0.41 0.397
H 5.561 1.040 0.177 0.22 -0.29 0.07 0.393
H 3.756 2.566 0.835 0.03 -0.22 0.31 0.301
H 1.469 5.123 -3.301 -0.06 0.10 -0.06 0.156
H 1.439 7.176 -4.577 -0.11 0.05 -0.83 0.413
H 1.746 9.371 -3.523 0.31 -0.04 0.34 0.332
H 2.342 9.371 -1.038 -0.05 0.46 0.26 0.400
H 2.269 7.324 0.264 -0.03 -0.06 -0.43 0.330
H 4.649 5.481 -0.135 -0.40 0.07 0.13 0.303
H 6.050 6.607 1.494 -0.55 -0.36 0.31 0.351
H 5.266 6.704 3.914 0.15 0.06 -0.05 0.340
H 3.071 5.818 4.508 -0.03 0.09 0.05 0.379
H 1.643 4.859 2.833 -0.88 -0.50 0.15 0.293
N -4.660 1.481 -0.016 -0.09 -0.06 0.03 -0.743
C -3.907 0.591 -0.025 0.08 0.17 0.28 -0.131
```
Positions in Å, forces in eV/Å.

Record 2
A structure of composition C7H10B3F7INO5S. Source: OMol25; level of theory: the ωB97M-V functional and the def2-TZVPD basis.

The calculated total energy comes out at -59141.8270 eV. The strongest force on any atom comes out at 1.36 eV Å⁻¹. Its HOMO-LUMO gap is 9.269 eV. The spin multiplicity is 1. For the highest occupied orbital energy, the calculation gives -9.4 eV. As for the LUMO energy: -0.15 eV.

Geometry as XYZ:
```
35
Properties=species:S:1:pos:R:3:forces:R:3:nbo_charge:R:1
F 1.471 -2.304 1.125 0.37 0.51 -0.55 -0.296
C 2.117 -1.493 0.268 0.43 -0.33 0.29 0.923
F 3.321 -2.031 -0.003 -0.38 0.12 0.21 -0.306
F 2.317 -0.308 0.852 -0.12 -0.31 -0.04 -0.303
C 1.367 -1.340 -1.075 -0.18 -0.65 -0.12 0.557
F 2.044 -0.458 -1.852 -0.17 -0.15 0.28 -0.304
F 1.412 -2.559 -1.668 0.03 0.38 0.17 -0.296
C -0.107 -0.891 -1.001 0.26 0.51 -0.63 0.366
F -0.624 -1.162 -2.232 -0.02 -0.08 0.01 -0.312
F -0.778 -1.666 -0.106 -0.05 0.01 0.15 -0.318
B -0.396 0.669 -0.689 0.37 0.39 -0.46 1.111
O 0.359 1.416 0.175 -0.35 -0.18 0.15 -0.890
B -0.388 2.435 0.727 0.30 0.92 0.65 0.957
I 0.523 4.263 1.374 0.00 -0.38 -0.06 -0.037
O -1.746 2.326 0.845 0.16 -0.28 -0.43 -0.899
B -2.366 1.636 -0.197 -0.17 0.61 0.01 1.181
C -3.875 1.282 -0.138 0.25 -0.29 -0.16 -0.818
C -4.247 -0.071 -0.777 -0.29 0.49 -0.12 -0.390
C -5.146 -0.937 0.088 0.43 -0.18 -0.23 -0.510
S -4.546 -1.271 1.761 -0.13 0.05 0.46 -0.045
O -1.503 1.257 -1.240 -0.53 -1.15 0.50 -0.866
H -4.145 1.282 0.914 -0.11 0.10 0.21 0.260
H -4.457 2.066 -0.614 -0.08 0.28 -0.02 0.257
H -3.380 -0.630 -1.113 0.28 -0.19 0.14 0.206
H -4.806 0.143 -1.685 -0.06 -0.11 -0.25 0.215
H -6.105 -0.453 0.227 -0.20 0.12 0.18 0.221
H -5.332 -1.871 -0.430 -0.08 -0.22 -0.02 0.220
H -3.285 -1.651 1.517 -0.03 -0.05 -0.32 0.118
C 5.417 0.323 0.519 -0.07 0.31 0.01 -0.486
N 6.841 0.347 0.949 -0.18 -0.03 -0.06 0.535
O 7.266 1.367 1.441 0.09 0.24 0.11 -0.373
O 7.480 -0.665 0.774 0.14 -0.26 -0.05 -0.379
H 4.988 1.294 0.739 0.00 0.02 0.00 0.230
H 5.399 0.116 -0.546 0.02 -0.11 0.00 0.234
H 4.913 -0.460 1.071 0.09 -0.11 0.00 0.236
```
Positions in Å, forces in eV/Å.

Record 3
An isolated molecule of C7H8O. Source: OMol25; level of theory: the ωB97M-V functional and the def2-TZVPD basis.

The calculated total energy comes out at -9431.2779 eV. The strongest force on any atom comes out at 3.19 eV Å⁻¹. Its HOMO-LUMO gap is 8.693 eV. The spin multiplicity is 1. For the highest occupied orbital energy, the calculation gives -8.4 eV. As for the LUMO energy: 0.30 eV.

Geometry as XYZ:
```
16
Properties=species:S:1:pos:R:3:forces:R:3:nbo_charge:R:1
C 0.416 -1.445 1.071 -0.09 -1.34 0.08 -0.175
C -0.226 -0.560 0.294 1.81 -0.71 0.28 -0.128
C 1.077 -2.587 0.244 -1.62 2.29 -1.10 -0.147
C -0.793 0.796 0.614 -1.40 -1.19 -1.15 -0.496
C -0.614 2.849 -0.848 -0.48 3.15 -0.19 -0.392
C -0.278 1.645 -0.467 0.42 0.32 -0.69 -0.166
C 0.029 -0.932 -1.160 0.29 -1.00 0.90 0.238
O 0.817 -1.979 -1.107 -0.01 -0.17 -0.54 -0.469
H 0.379 -1.378 2.148 0.35 -0.27 0.12 0.220
H 2.119 -2.861 0.291 0.51 0.72 0.46 0.218
H 0.592 -3.544 0.077 -0.70 -0.06 0.83 0.223
H -1.865 0.658 0.424 -0.12 0.41 0.43 0.238
H -0.643 1.273 1.554 0.22 -0.35 1.10 0.237
H -0.181 3.341 -1.729 0.18 -0.68 0.22 0.199
H -1.249 3.647 -0.348 0.34 -1.70 -0.11 0.191
H 0.420 1.078 -1.058 0.30 0.59 -0.62 0.210
```
Positions in Å, forces in eV/Å.

Record 4
A cluster of 7 separate species, C33H62NO18 in total. Source: OMol25; level of theory: the ωB97M-V functional and the def2-TZVPD basis.

The calculated total energy comes out at -73565.5940 eV. Its net charge is +1. The strongest force on any atom comes out at 1.02 eV Å⁻¹. Its HOMO-LUMO gap is 7.620 eV. The spin multiplicity is 1. For the highest occupied orbital energy, the calculation gives -12.0 eV. As for the LUMO energy: -4.34 eV.

Geometry as XYZ:
```
114
Properties=species:S:1:pos:R:3:forces:R:3:mulliken_charge:R:1
C -3.239 -5.298 -3.534 0.33 0.16 0.29 -1.410
C -2.073 -4.449 -2.991 -0.44 0.46 -0.77 0.256
C -0.814 -4.542 -3.860 0.27 -0.54 0.82 0.847
C 0.134 -5.689 -3.450 -0.04 0.82 0.30 -0.203
C 1.607 -5.377 -3.768 -0.11 -0.59 -0.45 -0.797
C 1.874 -4.670 -5.116 0.32 0.00 0.32 -1.106
C 2.181 -3.154 -5.003 0.10 -0.25 -0.48 0.017
C 1.334 -2.238 -5.922 -0.02 -0.08 0.67 -1.036
C 0.386 -1.253 -5.234 0.08 0.28 -0.07 -0.533
C 1.076 -0.124 -4.447 -0.46 -0.13 -0.15 -1.030
C 1.528 -0.456 -3.050 0.26 -0.26 -0.04 0.851
C 0.895 -1.378 -2.212 -0.03 0.14 -0.03 0.414
C 1.382 -1.649 -0.938 -0.25 -0.11 -0.42 -0.948
C 2.513 -1.008 -0.506 -0.08 -0.15 0.34 -0.822
N 3.103 -0.115 -1.313 0.15 0.07 0.02 0.242
C 2.650 0.168 -2.543 -0.19 -0.15 -0.34 -1.243
H -3.893 -4.687 -4.156 0.00 -0.05 -0.06 0.361
H -2.850 -6.105 -4.155 -0.15 -0.19 0.13 0.373
H -3.832 -5.704 -2.717 -0.06 -0.16 -0.10 0.337
H -1.860 -4.671 -1.944 0.12 -0.16 -0.04 -0.351
H -2.400 -3.402 -3.027 -0.03 -0.01 0.23 0.363
H -1.092 -4.655 -4.909 0.03 0.36 -0.07 0.486
H -0.236 -3.627 -3.708 -0.02 0.07 -0.36 -1.293
H 0.053 -5.750 -2.361 -0.03 -0.41 -0.02 -0.142
H -0.179 -6.643 -3.871 0.01 -0.02 -0.02 0.404
H 2.143 -6.329 -3.782 0.04 0.03 0.11 0.402
H 2.061 -4.806 -2.952 -0.08 0.13 -0.03 0.337
H 1.057 -4.835 -5.820 -0.08 -0.06 0.07 0.484
H 2.744 -5.164 -5.549 -0.04 0.09 -0.17 0.469
H 2.129 -2.873 -3.951 -0.11 0.15 -0.01 -0.172
H 3.224 -3.020 -5.297 0.04 0.06 0.19 0.497
H 0.732 -2.877 -6.568 0.07 0.11 -0.19 0.466
H 2.010 -1.645 -6.541 -0.11 -0.07 -0.21 0.399
H -0.192 -0.761 -6.019 -0.05 -0.01 0.04 0.404
H -0.351 -1.743 -4.596 -0.01 -0.15 -0.09 0.236
H 0.359 0.701 -4.365 0.06 0.05 0.08 0.306
H 1.912 0.253 -5.039 0.09 0.05 0.13 0.549
H 0.008 -1.895 -2.554 -0.01 0.00 0.01 0.461
H 0.882 -2.378 -0.318 0.09 0.05 0.13 0.701
H 2.945 -1.205 0.466 0.14 0.20 -0.04 0.646
H 3.933 0.360 -0.982 0.01 -0.01 -0.01 0.310
H 3.182 0.888 -3.151 0.24 0.05 0.27 0.410
C -1.274 6.054 -2.672 -0.08 0.17 -0.06 -0.651
O -1.300 4.616 -2.631 -0.02 -0.03 -0.02 -0.295
C -0.396 4.071 -1.835 0.02 0.04 0.00 0.710
O 0.422 4.648 -1.168 -0.03 -0.17 -0.28 -0.576
O -0.538 2.737 -1.889 0.02 -0.03 -0.08 -0.298
C 0.371 2.022 -1.062 -0.05 -0.01 0.17 -0.447
H -2.062 6.347 -3.358 -0.02 -0.09 -0.01 0.225
H -1.473 6.465 -1.685 0.07 -0.03 0.03 0.309
H -0.314 6.406 -3.042 0.04 -0.02 0.07 0.294
H 0.237 2.277 -0.012 0.06 0.12 -0.02 0.494
H 1.396 2.224 -1.370 0.02 0.11 0.11 0.208
H 0.142 0.971 -1.201 -0.12 0.00 -0.03 0.012
C -1.041 -5.489 1.037 0.12 0.20 -0.03 -0.558
O -1.609 -6.448 1.921 0.02 -0.01 0.01 -0.346
C -2.274 -7.424 1.290 -0.02 -0.02 0.05 0.760
O -2.404 -7.515 0.097 0.00 0.01 -0.04 -0.550
O -2.755 -8.257 2.201 0.01 0.01 0.02 -0.333
C -3.496 -9.361 1.666 -0.09 -0.15 0.04 -0.615
H -0.535 -4.754 1.659 -0.05 -0.07 0.12 0.265
H -0.318 -5.959 0.371 -0.07 -0.02 -0.06 0.280
H -1.820 -4.998 0.455 0.01 -0.05 -0.06 0.249
H -2.864 -9.969 1.022 0.00 0.05 -0.06 0.296
H -4.362 -9.006 1.112 0.04 0.02 -0.06 0.297
H -3.822 -9.946 2.519 0.04 0.06 0.05 0.218
C 2.269 9.384 3.973 0.00 0.13 0.13 -0.703
O 1.420 8.282 3.636 -0.01 -0.03 0.03 -0.257
C 1.811 7.593 2.568 -0.03 0.02 0.03 0.709
O 2.784 7.820 1.895 0.03 -0.01 -0.02 -0.552
O 0.942 6.602 2.368 0.02 -0.08 0.03 -0.300
C 1.242 5.781 1.231 0.05 0.06 0.26 -0.557
H 1.828 9.843 4.853 -0.07 -0.06 0.00 0.212
H 3.274 9.038 4.206 0.02 -0.01 -0.09 0.318
H 2.300 10.107 3.161 0.06 -0.05 -0.04 0.334
H 2.215 5.306 1.358 0.03 0.06 -0.07 0.277
H 1.228 6.369 0.322 0.06 0.02 -0.02 0.329
H 0.468 5.025 1.191 -0.10 0.06 0.09 0.215
C -1.775 9.101 8.999 -0.11 0.10 0.07 -0.630
O -1.570 8.291 7.837 -0.02 0.00 -0.02 -0.314
C -0.438 7.591 7.851 -0.03 0.01 -0.03 0.785
O 0.384 7.594 8.730 0.03 0.01 0.02 -0.539
O -0.368 6.886 6.722 -0.02 -0.02 -0.03 -0.299
C 0.806 6.082 6.609 0.11 -0.13 -0.13 -0.573
H -2.724 9.607 8.849 -0.01 -0.04 -0.08 0.221
H -1.826 8.483 9.893 0.08 0.00 0.00 0.295
H -0.979 9.836 9.100 0.05 -0.05 0.03 0.292
H 0.848 5.350 7.414 0.04 0.07 0.06 0.332
H 1.700 6.702 6.622 0.00 0.01 0.09 0.265
H 0.738 5.570 5.653 -0.12 0.08 -0.03 0.159
C 3.325 -3.627 5.878 -0.06 -0.13 0.08 -0.621
O 4.303 -2.582 5.850 0.01 -0.02 0.00 -0.306
C 4.129 -1.680 4.896 -0.01 -0.03 0.12 0.823
O 3.240 -1.674 4.078 0.04 0.05 -0.18 -0.561
O 5.101 -0.775 4.997 0.02 -0.01 -0.02 -0.297
C 5.046 0.278 4.038 0.05 0.14 -0.02 -0.589
H 3.602 -4.275 6.703 0.07 0.05 0.02 0.223
H 2.332 -3.217 6.052 0.00 0.02 -0.07 0.293
H 3.341 -4.191 4.948 -0.03 0.05 -0.03 0.288
H 4.121 0.843 4.138 -0.04 -0.05 -0.04 0.293
H 5.136 -0.120 3.027 -0.05 -0.02 0.00 0.224
H 5.892 0.924 4.249 0.02 -0.05 0.06 0.234
C -3.792 2.054 -2.504 0.09 0.17 -0.04 -0.205
O -3.923 0.762 -1.898 0.09 0.00 0.02 -0.220
C -5.093 0.161 -2.126 0.03 -0.02 0.01 0.717
O -5.999 0.609 -2.774 -0.02 0.01 -0.02 -0.532
O -5.074 -1.024 -1.515 0.03 -0.03 0.00 -0.302
C -6.277 -1.786 -1.678 -0.07 -0.15 0.04 -0.660
H -2.804 2.413 -2.238 -0.01 -0.09 0.03 -0.248
H -3.871 1.980 -3.587 -0.11 -0.01 0.01 0.347
H -4.543 2.744 -2.124 -0.10 -0.08 -0.04 0.344
H -6.455 -2.001 -2.730 -0.03 0.07 -0.01 0.302
H -7.127 -1.254 -1.258 -0.01 0.05 -0.06 0.332
H -6.122 -2.714 -1.136 0.08 0.03 0.02 0.210
```
Positions in Å, forces in eV/Å.